No. 1
Entry from the OMol25 dataset: a structure of composition C32H17Cl60FO4 at a distorted geometry (ωB97M-V/def2-TZVPD).

Output
Kohn-Sham gap ... 0.2845 hartree
HOMO energy ... -0.3313 Ha
Electronic energy ... -29241.34986 a.u.

Geometry as XYZ:
```
114
C32H17Cl60FO4 (ωB97M-V/def2-TZVPD)
Cl -3.92654 1.71554 3.81784
O 3.83200 4.75525 1.47273
C -12.54729 7.45922 -5.96110
Cl -10.83398 2.71104 -4.60914
H 6.70949 3.89524 1.37727
Cl -7.23540 -5.95308 -11.46887
Cl -10.06480 5.09822 -3.14715
H 9.60006 -1.25254 1.20190
Cl -7.94799 -3.14853 -11.24836
Cl 2.99901 3.73614 4.79258
H 0.82822 0.98110 -3.05507
C -2.96278 3.00886 7.81768
Cl 3.69644 1.82703 6.86533
Cl 6.88670 -5.73929 -0.77114
Cl -0.89669 -6.46362 -10.81844
H -1.67012 1.46610 2.73010
Cl -6.71951 5.27726 1.30641
H 5.62472 2.19294 -1.97039
O 2.30667 -1.62552 -1.32803
Cl -0.05614 0.53067 -5.28644
Cl -1.18205 -3.67427 9.14853
Cl -12.14956 9.16508 -5.65991
C -4.88420 2.73340 2.72094
C 2.22353 1.94939 -0.58373
C 6.65456 -3.97613 -0.64355
H -0.74306 -0.07352 3.12365
H 7.06283 1.30549 -0.62421
Cl 7.93178 -3.14731 -1.56079
C -9.49100 3.81297 -4.23597
Cl -3.64624 4.48886 7.11004
Cl 0.96317 2.03237 5.92074
Cl 6.32059 -5.56749 4.60814
Cl 7.15431 -8.27248 3.96524
H 7.11387 4.03709 -0.47085
Cl -8.88323 4.53708 -5.74043
Cl -1.67684 -2.91660 5.83788
Cl -2.23728 0.63760 -3.36491
C 0.84550 0.23260 -2.17717
O 9.24187 0.78741 1.51783
Cl 1.02380 -3.65856 6.60655
C -1.82426 0.49599 -5.08852
F 2.92204 -0.94694 -3.42215
Cl -9.32858 6.41838 0.74353
C 7.26320 1.89661 0.35207
Cl -14.28094 7.19511 -5.67073
C 5.08030 3.19783 -0.08289
C 4.75693 2.55924 -1.32984
H 1.84452 2.93115 3.02565
H 9.32775 2.86258 0.85268
C -8.06942 5.31265 0.15122
Cl -4.49832 2.31516 1.03714
Cl 1.51157 -1.16871 9.85483
Cl -4.49290 4.44469 3.01229
C 2.53394 -2.55099 10.30569
Cl 3.35566 -3.17611 8.85835
Cl 0.44180 -0.93378 5.80406
C 8.74550 -0.49752 1.06522
Cl -2.27090 -1.75249 -10.15448
Cl 6.24403 -6.49460 1.85908
C 6.62868 3.37571 0.34463
H 7.88900 -0.87247 1.75058
C 2.05693 -0.83894 -2.28292
C -6.59781 -4.29709 -11.37505
H -0.27472 1.51351 4.03254
C 2.44362 2.94079 6.27816
C 2.55507 2.68727 0.77733
C -2.08703 -3.36325 -9.42816
C 8.85933 1.84861 0.58067
C 1.64531 2.41045 2.00916
Cl -2.39860 -6.30320 8.98533
C -0.62086 1.07114 3.03286
Cl 3.74630 -2.02809 11.49529
Cl -1.08624 -5.46049 11.43493
Cl 4.35122 -7.53930 3.79642
C 0.42696 1.40879 1.83435
Cl -2.54535 1.85226 -5.98051
Cl -7.48213 5.87679 -1.42901
H 6.69817 1.30228 1.17312
Cl -2.95440 -3.41680 -7.87739
Cl -4.09612 1.66128 7.58238
Cl 0.41440 -3.06313 3.83186
Cl -2.68685 3.25556 9.55566
Cl -5.55316 -4.14504 -9.94617
H -0.14304 -0.34917 -2.22822
Cl -5.65356 -3.94201 -12.83841
O 2.87213 2.39911 -3.00573
C 3.83629 3.67848 0.81718
C 3.22980 2.29894 -1.80286
Cl -6.61368 2.45702 3.01966
C -1.04381 -5.37109 9.65812
H -0.73622 -0.07799 0.39368
C 6.01745 -6.96878 3.55678
C 0.12762 0.65968 0.48026
C 0.05047 -2.64396 5.52022
Cl -2.45941 -1.03644 -5.72453
Cl 1.49564 -7.46781 -9.51701
Cl 6.73490 -3.47581 1.05920
Cl -0.36368 -3.69345 -9.15167
Cl -8.74735 3.67828 -0.01514
Cl 1.39587 -7.26369 -12.41052
Cl -11.59799 6.42716 -4.86695
Cl -1.42102 2.62920 7.01812
Cl -0.19102 -9.27214 -11.04180
Cl -2.76474 -4.58837 -10.52651
Cl -12.16002 7.04944 -7.64701
Cl -8.18281 2.90574 -3.44697
C 1.04250 0.95174 -0.74070
C 0.45077 -7.61703 -10.94715
Cl 5.06762 -3.54017 -1.31118
Cl 0.49138 -6.04775 9.06635
Cl 1.52312 -3.82981 11.01231
H 9.33741 1.53257 -0.43133
Cl 2.10823 4.16310 7.52242
H 8.43909 -0.53486 -0.03563
```

---

No. 2
Entry from the OMol25 dataset: a structure of composition C24H31F4IrN8O6 (ωB97M-V/def2-TZVPD).

Output
Kohn-Sham gap (alpha / beta) ... 0.3071 / 0.1738 hartree
HOMO energy (alpha / beta) ... -0.4140 / -0.4129 Ha
ΔE to the lowest compared entry with this formula, charge and spin ... 9.28 kcal/mol
Electronic energy ... -2326.14011 a.u.
Total charge ... +1
Multiplicity ... 6

Geometry as XYZ:
```
74
C24H31F4IrN8O6 (ωB97M-V/def2-TZVPD)
O -4.94996 0.59225 0.10700
C -2.40429 -2.39390 3.15506
O -0.97249 1.76247 0.90596
N 2.77526 1.37303 -3.31352
C -3.20685 2.20166 0.47350
H 2.79751 -2.57034 2.76875
C -2.02028 3.15645 2.42928
H -0.21248 4.26726 1.86319
H -1.86543 -2.99821 3.88567
H -2.95959 3.61811 2.72697
H 2.88358 1.03730 -5.37596
H -3.52037 -5.05580 1.38724
C -1.18620 4.01335 1.44678
H 1.33478 1.68718 -4.80695
H -2.79000 3.90998 -0.79865
H -2.03922 -2.80326 -1.07554
C -3.79185 -4.27514 2.09742
N 1.59554 -0.37206 -4.52125
H 2.25265 1.56647 -1.31163
O -0.85507 -0.52047 3.06230
H -1.45487 2.91025 3.32610
C -1.49276 -1.37249 2.48691
C 2.50511 -1.60125 2.38880
F 3.53359 -0.65438 5.15098
H -3.73550 -4.70586 3.09349
N -1.54749 -1.56965 1.12252
C 4.12794 -0.52058 3.95976
H -4.81864 -3.95564 1.91070
C 0.60634 -0.43602 -3.46364
H 2.28970 -2.31163 -4.14450
C 3.09232 -0.44103 2.86056
H 1.41642 1.73148 0.91602
O -2.89722 0.01612 -0.63504
C -2.36059 2.96340 -0.48815
C 2.33526 -1.01191 -1.87363
H 0.97369 1.99639 -2.47631
C 2.13962 0.98642 -4.58159
C 2.68559 -1.29723 -4.20475
H 1.92486 -2.01554 -1.79726
C -2.35059 -2.63839 0.89958
H 3.43067 -1.25513 -4.99837
H -1.67948 4.93780 1.15157
C -2.12450 2.15350 -1.89103
H -0.20345 0.25907 -3.67455
C 3.84238 0.41140 -3.02293
C 1.53709 -1.49405 1.41267
C -2.23061 1.87764 1.61291
H -3.22558 -1.88009 3.65965
H 4.58890 0.45892 -3.81486
O -1.08296 1.42548 -1.90020
C 2.71124 0.78290 2.33688
N -2.85787 -3.16757 2.01823
H -3.20943 -3.91386 -0.42690
N -2.60627 -3.12178 -0.30129
O -2.94276 2.40040 -2.73320
H 0.21394 -1.44693 -3.38384
H 4.31922 0.67991 -2.07803
Ir -0.62390 -0.26949 -0.52877
H 1.04816 -2.36710 0.99841
N 1.16419 -0.31683 0.90576
F 4.93087 -1.57463 3.78306
H 3.16119 1.70315 2.68000
N 3.32874 -0.95681 -2.92935
H -4.11551 2.70584 0.77873
F 4.88607 0.57750 3.99911
C -1.02656 3.05536 0.26005
C 1.77983 1.30315 -2.26014
F -0.24776 -2.15243 -1.21441
H -0.15479 3.20410 -0.36791
N 1.19896 -0.06823 -2.13013
H 2.80996 -0.73792 -0.93314
C 1.73958 0.80042 1.35500
H -2.42194 0.98249 2.18687
C -3.77561 0.73498 -0.10603
```

---

No. 3
Entry from the OMol25 dataset: a structure of composition C29H42F21N2O18PS2Si2 at a distorted geometry (ωB97M-V/def2-TZVPD).

Output
Kohn-Sham gap ... 0.3352 hartree
HOMO energy ... -0.3456 Ha
Electronic energy ... -6408.26163 a.u.

Geometry as XYZ:
```
117
C29H42F21N2O18PS2Si2 (ωB97M-V/def2-TZVPD)
H 0.73656 13.25939 0.55061
C -4.57874 10.66475 7.46539
H -1.46737 -0.24057 -0.56917
H 4.43864 -3.07230 -1.39904
H -2.63771 -8.23081 2.08006
C -0.30205 -11.69840 1.39647
H -5.35061 10.33114 6.76601
F -0.73879 9.21403 3.03739
O 0.23484 15.56105 -0.82954
F -1.60168 12.77421 3.63372
C 6.53052 -3.53496 -1.52088
O 0.16967 15.78568 1.42138
H 4.85021 -4.62531 -0.68233
F 2.29117 17.42576 1.21747
H -2.02177 -0.73092 -2.05165
H 7.18947 -4.40195 -1.61437
H -1.40336 14.59573 0.71395
C 3.32891 3.24140 -1.69831
H 0.22548 8.30913 -2.06594
H 0.95777 13.40374 2.28797
F 1.43995 -10.06575 1.62717
C 5.07346 -3.95389 -1.51645
O -2.39489 -12.08983 -6.61453
O 4.71990 -4.55589 -2.77176
F 1.22257 8.66189 2.30708
O -1.49910 -11.85567 1.38900
H 0.30857 -12.23073 -2.00057
H -1.30567 -12.06046 -1.32858
O -3.12997 11.18690 5.59031
H -2.01789 7.88536 -0.97987
H 1.26137 -3.21944 -0.71001
H -4.66123 10.08316 8.38646
H -0.77593 -15.25752 -8.11102
H 0.29313 3.86157 1.11593
H 0.39347 -0.37227 2.17065
S 2.10855 1.82737 2.57082
S 1.77907 -1.91986 -0.89754
C 4.54262 -6.38878 -4.26074
H 0.76174 6.70854 -1.57839
N 2.11811 3.22412 -1.17561
F -0.23541 -13.32667 -4.23005
H -1.48276 6.26487 -0.55432
O 5.54238 -6.53595 -2.04732
F 4.83435 -5.53962 -5.27218
H -2.11141 -15.08302 -9.27230
Si 0.30684 -0.75188 -1.94673
F 1.27478 -3.31442 1.73439
H -1.08581 -7.51807 1.60147
H -4.78940 11.71204 7.69634
C 1.37337 17.43580 0.22396
F -2.85156 14.44201 4.21872
C -0.47787 9.07836 0.66753
H -0.54982 6.87661 -2.76752
H 6.78288 -3.00532 -0.59930
H 0.76432 -14.13276 -0.43430
C -1.13761 7.28640 -0.73019
F -0.34661 -9.75772 2.80459
N -1.35983 -0.99196 -1.28375
H -3.31130 -6.10411 3.15956
C -2.65758 -14.68427 -7.22158
C 5.01356 -5.86997 -2.90374
H -2.41661 10.85587 7.53096
C -2.77145 13.09545 4.23564
C -3.20073 10.50662 6.85333
C 0.20166 13.36047 1.49856
F 3.20254 -6.57242 -4.29141
C 0.45311 -10.71375 2.28650
H -3.00668 9.45044 6.65334
F -2.19016 -12.77808 -3.45023
C -0.50298 -12.77829 -1.51345
H -3.54255 -14.08375 -7.45008
Si 1.67207 1.50880 -0.75053
O -0.88740 9.88415 -0.13199
C -2.50244 -6.10349 2.42547
C -1.88462 -7.48564 2.34652
C -1.32882 -12.57077 -4.48133
F 2.05430 17.66171 -0.91841
O 0.56245 -12.40739 0.63623
F 0.59949 18.52627 0.43075
H 6.74016 -2.88208 -2.37297
H -2.93626 -5.80086 1.46820
C -1.96961 -12.89981 -5.82795
C 0.13559 9.41513 2.02468
O -2.03348 -14.23949 -6.00663
O 0.63968 0.95155 -2.02566
F 0.75174 -3.99824 3.71687
H -0.41090 12.47279 1.64597
O -0.75625 -4.94089 0.76225
H -1.32178 -13.65423 -8.57881
H -2.99907 -15.70657 -7.04416
C 0.54581 16.15314 0.17541
C -0.12007 7.29413 -1.85407
F 0.53297 10.70156 2.11348
C -0.02067 -13.40406 -0.21945
C -2.86517 12.51249 5.64399
F 5.09819 -7.57329 -4.58838
C -0.65478 14.61167 1.51134
H -0.87062 -13.54120 -2.19260
H -0.82519 -13.93866 0.29355
H 2.95036 0.77923 -0.65132
P 0.67416 1.64945 1.23039
O -2.69426 13.12908 6.66705
H -1.19402 14.67720 2.45680
O -1.53307 -5.14395 2.87780
H -1.43759 -7.76190 3.30474
O -0.53812 7.73778 0.49472
C 0.22783 -3.59957 2.53679
O -0.19946 0.24233 1.66205
F 1.04070 -11.33128 3.33678
O -0.29314 3.07824 1.26601
O 4.54312 3.31574 -2.00837
H 0.23543 -1.23413 -3.34399
F -0.92850 -11.28647 -4.39161
F -3.75323 12.64974 3.41963
C -0.71480 -4.63582 1.92978
C -1.66289 -14.67045 -8.36565
F -0.40037 -2.42467 2.77848
```

---

No. 4
Entry from the OMol25 dataset: the molecule C5H12O2 at a distorted geometry (ωB97M-V/def2-TZVPD).

Output
SMILES string ... COC[C@@H](C)CO
Kohn-Sham gap ... 0.4026 hartree
HOMO energy ... -0.3679 Ha
ΔE to the lowest compared entry with this formula, charge and spin ... 54.92 kcal/mol
Electronic energy ... -348.11730 a.u.

Geometry as XYZ:
```
19
C5H12O2 (ωB97M-V/def2-TZVPD)
H -1.13564 0.58867 1.73381
O -0.78524 2.27843 0.56542
H 0.17501 2.18777 0.51303
H -1.37702 -2.04070 -0.97327
C -0.86795 -0.04637 -0.36318
H 1.14221 -1.30012 -1.19736
H 3.18818 -0.04525 -0.01215
C 0.63461 -0.44832 -0.38984
H -1.08816 0.44034 -1.32264
H 3.19667 1.14529 -1.36820
H -1.50481 -1.77440 0.77449
C -1.68164 -1.32107 -0.20928
C -1.31930 0.98382 0.71795
H -2.75484 -1.13433 -0.30460
H -2.41266 1.11561 0.64176
H 2.50184 -0.78167 -1.54647
H 0.96121 -0.87764 0.57768
O 1.37987 0.67712 -0.70912
C 2.68280 0.25849 -0.94564
```